Entry 1:
Entry from OMol25: a cluster of 8 separate species, C21H58O11 in total at a distorted geometry (ωB97M-V/def2-TZVPD).

Each line ends with the Mulliken charge.
CARTESIAN COORDINATES (ANGSTROEM)
1 C 1.62035 -2.31778 -1.33745  -0.346
2 C 3.14071 -2.29017 -1.58193  -0.103
3 C 3.63450 -0.98499 -2.22483  -1.074
4 O 3.81758 -2.30944 -0.37017  -0.715
5 H 0.98931 -2.28661 -2.19099  0.390
6 H 1.30530 -1.43818 -0.65865  -0.114
7 H 1.58382 -3.33339 -0.83316  -0.010
8 H 3.53184 -3.09685 -2.15403  0.740
9 H 3.01997 -0.95609 -3.20208  0.224
10 H 4.64905 -1.31579 -2.53781  0.298
11 H 3.63924 -0.16424 -1.66003  0.286
12 H 4.41633 -3.26312 -0.23415  0.344
13 C -0.87099 -0.60710 -4.51413  -1.829
14 C -0.70716 0.81348 -4.73179  0.425
15 C -2.10987 1.46682 -4.76774  -1.140
16 O -0.04629 1.38210 -3.60706  -0.515
17 H -1.12810 -0.98909 -5.54620  0.450
18 H -1.74534 -0.74377 -3.97724  0.385
19 H -0.06513 -1.13885 -4.38330  0.539
20 H -0.33956 0.90280 -5.67873  0.780
21 H -2.73045 0.98997 -5.58181  0.429
22 H -2.05880 2.53164 -5.23161  0.304
23 H -2.82780 1.28150 -3.86748  0.086
24 H 0.89735 1.51886 -3.97528  0.071
25 C 2.78447 1.60629 2.92348  -1.458
26 C 3.24627 0.21373 2.45016  0.734
27 C 2.18110 -0.77250 2.87925  -2.575
28 O 3.31260 0.23781 1.08834  -0.471
29 H 1.78421 2.11532 2.73819  0.073
30 H 3.37961 2.37520 2.65407  0.613
31 H 3.03989 1.88114 3.95982  0.455
32 H 4.13217 -0.06732 2.97424  0.220
33 H 2.13645 -0.90970 3.80053  0.931
34 H 2.41570 -1.51092 2.36610  0.916
35 H 1.26176 -0.37956 2.68170  0.321
36 H 3.26786 -0.63037 0.75553  0.253
37 C -1.06183 -3.85574 1.71981  -1.710
38 C -0.41104 -5.24445 1.54436  0.158
39 C 0.85834 -5.25659 2.47327  -1.068
40 O -1.30995 -6.23684 1.98093  -0.587
41 H -1.18076 -3.66592 2.76453  0.439
42 H -1.73029 -3.64488 1.02803  0.828
43 H -0.32481 -3.18769 1.41402  0.178
44 H -0.02897 -5.34678 0.70775  0.567
45 H 1.63796 -4.85656 1.81968  0.178
46 H 1.22300 -6.26874 2.62340  0.366
47 H 0.86108 -4.54190 3.27491  0.306
48 H -2.21739 -5.87848 1.81427  0.347
49 C -0.53017 2.68291 0.04284  -1.512
50 C -0.56235 1.20301 0.20462  1.418
51 C -1.32164 0.67539 1.39258  -0.701
52 O -1.31967 0.58902 -0.90903  -0.065
53 H -1.45841 3.30314 -0.24822  0.239
54 H 0.25885 3.02991 -0.60175  0.114
55 H -0.18633 3.30461 0.78959  0.543
56 H 0.35866 0.90908 0.16565  -0.056
57 H -2.47275 1.03793 1.37711  0.076
58 H -0.75832 0.88790 2.53144  -0.012
59 H -1.17709 -0.39265 1.34373  0.036
60 H -0.96890 0.68425 -1.87996  0.006
61 O 2.50247 2.33172 -4.67062  -0.562
62 C 2.90791 2.85262 -3.39754  -0.374
63 C 3.84911 4.08506 -3.57334  -0.343
64 O 3.92803 4.87542 -2.36740  -0.506
65 H 2.10601 2.93910 -5.31497  0.299
66 H 2.13630 3.19447 -2.69544  0.252
67 H 3.31136 2.09268 -2.74763  0.417
68 H 3.42970 4.49868 -4.46953  0.311
69 H 4.95143 3.73301 -4.05036  0.192
70 H 3.89351 4.26625 -1.59924  0.313
71 O -7.05091 1.71637 -0.39699  -0.609
72 C -6.20524 0.62028 -0.62229  -0.480
73 C -4.73600 1.14824 -0.54830  -0.474
74 O -3.90799 -0.06518 -0.56059  -0.553
75 H -7.27900 2.02729 0.52331  0.318
76 H -6.30845 0.16119 0.26996  0.367
77 H -6.38163 -0.09845 -1.65739  0.209
78 H -4.58168 1.93532 0.18143  0.316
79 H -4.52883 1.79127 -1.20157  0.542
80 H -2.87517 0.08023 -0.70137  0.346
81 O -0.55436 1.73124 5.70078  -0.519
82 C -1.94442 1.43511 5.63472  -1.497
83 C -1.99354 -0.05955 5.58856  0.164
84 O -3.42449 -0.50209 5.65860  -0.565
85 H -0.40685 2.60733 5.63153  0.249
86 H -2.31540 1.95113 6.33021  0.898
87 H -2.32371 1.80778 4.95389  0.756
88 H -1.28168 -0.39659 6.49472  0.250
89 H -1.60402 -0.56321 4.63489  -0.010
90 H -4.04763 0.06249 5.17465  0.285

Computed properties:
Kohn-Sham gap: 0.352 Eh
Energy relative to the best compared isomer or geometry (same formula, charge and spin): 316.6 kcal per mole
Total charge: 0
LUMO energy: 0.2 eV
Structure (SMILES): CC(C)O.CC(C)O.CC(C)O.CC(C)O.CC(C)O.OCCO.OCCO.OCCO



Entry 2:
Entry from OMol25: an isolated molecule of C18H14F3N5 at a distorted geometry (ωB97M-V/def2-TZVPD).

Each line ends with the Mulliken charge.
CARTESIAN COORDINATES (ANGSTROEM)
1 F 5.51084 -0.87883 0.65520  -0.267
2 C 4.33920 -0.56966 0.07404  0.937
3 F 3.53565 -1.57633 0.35814  -0.234
4 F 4.41221 -0.45167 -1.28875  -0.252
5 C 3.74036 0.74036 0.76550  -0.359
6 N 4.38052 1.78966 1.25911  -0.801
7 N 3.48745 2.69911 1.78256  0.090
8 C 2.15870 2.38958 1.52496  -0.920
9 C 2.30531 1.10112 0.94696  0.613
10 C 1.25614 0.38635 0.13558  0.722
11 N 1.12132 0.99903 -0.99013  -0.559
12 C 0.01618 0.78576 -1.62978  -0.670
13 C -0.19697 1.51974 -2.74643  -0.069
14 C -1.39754 1.62462 -3.44792  -1.063
15 C -2.51085 0.97303 -2.92553  -0.570
16 N -3.82960 0.79005 -3.43563  0.332
17 N -4.49609 -0.08180 -2.74665  -0.932
18 C -3.62568 -0.48926 -1.74974  -0.347
19 C -2.29778 0.17835 -1.80876  1.526
20 C -1.09275 0.06291 -1.14366  0.254
21 C -0.91995 -0.67071 0.11368  1.147
22 C 0.32887 -0.49020 0.74597  0.327
23 C 0.57700 -1.10328 2.15421  -0.868
24 C -0.37728 -2.26731 2.46908  -0.921
25 C -1.83700 -1.91552 2.19911  -1.087
26 C -2.13123 -1.37066 0.77960  -0.928
27 H 3.73265 3.58497 2.14452  0.197
28 H 1.28077 2.98700 1.81278  0.438
29 H 0.68499 2.00678 -3.25012  0.333
30 H -1.48517 2.25445 -4.34072  0.352
31 H -4.18836 1.11666 -4.32191  0.201
32 H -3.76251 -1.43202 -1.13481  0.287
33 H 0.28487 -0.42897 2.93416  0.379
34 H 1.61921 -1.35287 2.38866  0.413
35 H -0.16354 -3.17155 1.83656  0.324
36 H -0.31603 -2.65217 3.53289  0.355
37 H -2.48604 -2.83556 2.33757  0.356
38 H -2.22127 -1.33640 3.07079  0.354
39 H -3.00580 -0.69773 0.86786  0.512
40 H -2.43078 -2.21701 0.07103  0.394

Computed properties:
Kohn-Sham gap: 0.311 Eh
Total charge: 0
LUMO energy: 0.3 eV
Structure (SMILES): FC(F)(F)c1n[nH]cc1-c1nc2ccc3[nH]ncc3c2c2c1CCCC2



Entry 3:
Entry from OMol25: a cluster of 2 separate species, C5H15NSi in total at a distorted geometry (ωB97M-V/def2-TZVPD).

Each line ends with the Mulliken charge.
CARTESIAN COORDINATES (ANGSTROEM)
1 C -1.90523 -0.21252 -1.66824  -1.021
2 Si -2.67360 -0.00015 -0.08473  0.277
3 C -3.57938 -1.37076 0.96226  -0.961
4 H -1.69166 0.66835 -2.20225  0.374
5 H -1.83020 -1.02586 -2.35639  0.438
6 H -2.56416 1.16612 0.81156  -0.055
7 H -3.95184 -2.21152 0.46996  0.361
8 H -2.68139 -1.62883 1.48400  0.259
9 H -4.26814 -0.91126 1.59607  0.314
10 C 1.57422 -0.34146 -1.26872  -1.244
11 C 1.85917 0.23504 0.10539  0.555
12 C 1.98120 -0.86438 1.24006  -1.197
13 N 1.10200 1.46286 0.30669  -0.635
14 H 0.53405 -0.77364 -1.39262  0.107
15 H 1.76948 0.52768 -1.86496  0.409
16 H 2.29536 -1.09353 -1.37444  0.470
17 H 2.90186 0.56071 0.00343  0.125
18 H 2.79507 -1.57791 1.02464  0.357
19 H 0.99902 -1.44700 1.34574  0.211
20 H 2.33949 -0.48706 2.20058  0.372
21 H 0.81046 1.50743 1.25797  0.271
22 H 0.29984 1.36025 -0.31365  0.213

Computed properties:
Kohn-Sham gap: 0.320 Eh
Energy relative to the best compared isomer or geometry (same formula, charge and spin): 73.6 kcal per mole
Total charge: 0
LUMO energy: 0.5 eV
Structure (SMILES): C=[SiH]C.CC(C)N



Entry 4:
Entry from OMol25: an isolated molecule of C22H18ClN7O at a distorted geometry (ωB97M-V/def2-TZVPD).

Each line ends with the Mulliken charge.
CARTESIAN COORDINATES (ANGSTROEM)
1 C -4.09681 1.06340 -3.21848  -0.840
2 N -3.35185 1.81003 -2.19706  0.093
3 C -3.19548 3.21474 -2.10794  -0.219
4 N -2.67052 3.53333 -0.92670  -0.735
5 C -2.18763 2.30058 -0.40582  0.880
6 N -1.39666 2.29166 0.65371  -0.237
7 C -0.20133 3.08728 0.47406  -1.172
8 C 0.89917 2.19664 -0.05171  0.849
9 C 0.81474 1.85367 -1.41890  -0.237
10 C 1.77799 1.02251 -1.93974  -0.846
11 C 2.73569 0.53333 -1.11404  1.124
12 C 3.56695 -0.44922 -1.57031  -0.919
13 C 4.49216 -1.01185 -0.68141  -0.450
14 C 4.68146 -0.55054 0.67919  -0.732
15 C 3.81529 0.45482 1.09397  -0.294
16 C 2.73770 0.97005 0.23872  0.027
17 N 1.87649 1.86701 0.75826  -0.639
18 C -2.45226 1.24403 -1.25320  -0.278
19 C -1.99632 -0.16999 -1.20848  0.230
20 N -1.91777 -0.84612 -2.28497  -0.112
21 N -1.19174 -1.89255 -1.86861  -0.875
22 C -0.83146 -1.85231 -0.60665  0.450
23 N -0.09367 -2.75598 0.11384  -0.064
24 C -0.16966 -2.72128 1.51731  0.105
25 C -1.36997 -2.77732 2.23037  -0.518
26 C -1.42740 -2.56379 3.67110  -0.308
27 C -0.19955 -2.43590 4.41478  -0.022
28 Cl 0.23312 -2.26976 6.13618  -0.196
29 C 0.92324 -2.53138 3.60384  -0.332
30 C 1.00349 -2.57542 2.19925  -0.455
31 O -1.44481 -0.77988 -0.11432  -0.131
32 H -4.84699 0.56896 -2.60107  0.326
33 H -4.58642 1.73606 -3.98292  0.293
34 H -3.56843 0.31615 -3.83787  0.289
35 H -3.52441 3.91185 -2.89844  0.362
36 H -1.29366 1.32864 0.99281  0.349
37 H 0.24444 3.53770 1.40591  0.339
38 H -0.34848 3.82318 -0.33021  0.489
39 H 0.05382 2.28022 -2.11699  0.289
40 H 1.66112 0.81383 -2.99983  0.400
41 H 3.49060 -0.82562 -2.56893  0.427
42 H 5.03828 -1.92258 -0.86720  0.351
43 H 5.29153 -1.03069 1.34040  0.528
44 H 3.84272 0.59360 2.18002  0.392
45 H -0.10404 -3.69148 -0.25284  0.338
46 H -2.25592 -2.88247 1.75626  0.586
47 H -2.37139 -2.62506 4.25963  0.357
48 H 1.98445 -2.46376 3.98762  0.240
49 H 1.93019 -2.72836 1.71744  0.501

Computed properties:
Kohn-Sham gap: 0.287 Eh
Energy relative to the best compared isomer or geometry (same formula, charge and spin): 71.1 kcal per mole
Total charge: 0
LUMO energy: 0.2 eV
Structure (SMILES): Cn1cnc(NCc2ccc3ccccc3n2)c1-c1nnc(Nc2ccc(Cl)cc2)o1